1.
C3H7InNO4 | ωB97M-V/def2-TZVPD

ORCA input file:
```
! wB97M-V def2-TZVPD RIJCOSX def2/J DEFGRID3
* xyz 1 1
In 0.39 0.10 0.93
O 1.01 2.08 0.21
C -0.22 2.79 0.56
C -1.67 2.04 0.45
O -1.68 0.74 1.02
H -0.25 3.77 0.09
H 0.12 3.21 1.51
H -1.98 2.11 -0.59
H -2.28 2.71 1.05
C 1.38 -3.29 -0.60
N 0.36 -2.19 -0.85
O -0.29 -2.20 -1.86
O 0.28 -1.24 -0.08
H 1.00 -4.10 -1.24
H 1.51 -3.55 0.45
H 2.32 -2.98 -1.05
*
```

2.
C11H15NO3 | ωB97M-V/def2-TZVPD

ORCA input file:
```
! wB97M-V def2-TZVPD RIJCOSX def2/J DEFGRID3
* xyz 0 1
C -1.25 2.79 -0.67
C -1.49 2.19 0.61
C 0.03 2.82 -1.14
C -0.45 1.44 1.18
C 1.08 2.15 -0.55
C 0.79 1.47 0.66
C 0.25 -1.01 -3.87
C -1.23 -1.64 -0.03
C 0.43 -2.00 1.87
C 3.11 -1.07 -1.43
C 0.27 -2.09 0.35
N 1.09 -1.14 -0.35
O -0.71 -1.62 -3.74
O 1.21 -0.40 -4.04
O 2.19 -1.66 -0.78
H -2.01 3.30 -1.34
H -2.56 2.17 1.00
H 0.06 3.49 -2.08
H -0.63 0.92 2.08
H 1.98 2.18 -1.08
H -1.42 -1.74 -1.07
H -1.85 -2.30 0.64
H -1.47 -0.62 0.30
H 0.41 -3.02 2.28
H -0.34 -1.51 2.51
H 1.34 -1.50 2.05
H 3.96 -1.71 -1.58
H 3.07 -0.09 -1.86
H 1.51 0.88 1.25
H 0.27 -3.12 0.04
*
```

The value obtained for the energy relative to the best compared isomer or geometry (same formula, charge and spin) is 5.1099 eV.

3.
C20H34FN3O13P | ωB97M-V/def2-TZVPD

ORCA input file:
```
! wB97M-V def2-TZVPD RIJCOSX def2/J DEFGRID3
* xyz -1 1
C -1.95 0.00 0.46
C -1.78 -1.48 -0.32
C -1.82 -1.29 -1.91
P -0.78 -2.42 -3.10
N -0.52 -0.88 -3.99
O 0.56 -2.11 -1.97
C 0.59 -3.13 -4.28
C 1.86 -3.87 -3.56
C 3.24 -3.07 -3.39
F 3.38 -1.72 -3.90
O -2.07 -2.59 -4.30
C -3.35 -2.97 -3.76
N -4.55 -3.07 -3.21
N -1.22 -3.96 -2.44
C -1.70 -4.31 -1.17
C -0.79 -4.73 0.17
O -3.04 -4.46 -0.93
C -1.06 -5.23 -3.20
C -1.75 -5.75 -4.58
O -0.25 -6.18 -2.63
H -2.66 -0.15 1.38
H -0.91 0.48 0.72
H -2.51 0.70 -0.33
H -0.85 -1.96 0.18
H -2.78 -2.05 0.01
H -1.12 -0.30 -1.88
H -2.78 -0.83 -2.37
H -1.39 -0.26 -3.95
H -0.58 -1.09 -5.04
H 0.63 -2.85 -1.30
H 1.15 -2.28 -4.90
H 0.09 -3.75 -5.17
H 2.10 -4.81 -4.27
H 1.61 -4.39 -2.52
H 3.49 -3.03 -2.22
H 4.13 -3.73 -3.85
H -1.06 -3.97 1.04
H 0.37 -4.67 -0.07
H -1.13 -5.79 0.53
H -1.82 -4.93 -5.44
H -1.19 -6.67 -5.05
H -2.88 -6.07 -4.39
C 1.97 2.46 3.06
C 0.97 3.20 2.23
O -0.08 2.27 2.08
C 0.01 1.39 3.12
O -0.83 0.55 3.39
O 1.17 1.57 3.82
H 2.54 3.12 3.72
H 2.67 1.88 2.45
H 0.58 4.09 2.74
H 1.37 3.50 1.26
C 3.16 6.65 2.19
C 4.57 6.78 1.72
O 5.13 5.50 1.97
C 4.08 4.62 2.00
O 4.21 3.41 2.02
O 2.88 5.27 1.99
H 2.47 7.27 1.61
H 3.05 6.88 3.25
H 4.64 6.99 0.65
H 5.12 7.55 2.27
C -2.45 3.77 6.24
C -3.04 3.72 4.87
O -2.30 4.69 4.16
C -1.11 4.83 4.81
O -0.16 5.46 4.38
O -1.11 4.17 6.01
H -2.48 2.80 6.75
H -2.94 4.51 6.88
H -2.90 2.75 4.39
H -4.11 3.97 4.87
*
```

4.
C3H11N2O2 | ωB97M-V/def2-TZVPD

ORCA input file:
```
! wB97M-V def2-TZVPD RIJCOSX def2/J DEFGRID3
* xyz 1 1
N -0.57 1.83 -0.47
C -0.96 0.60 0.31
C -0.34 -0.57 -0.48
N -0.10 -1.70 0.19
C -0.64 -2.02 1.51
O 0.01 -0.34 -1.62
H -1.01 1.80 -1.37
H 0.45 1.79 -0.49
H -0.91 2.65 0.05
H -0.67 0.70 1.35
H -2.05 0.50 0.35
H 0.46 -2.36 -0.33
H -0.94 -3.06 1.47
H -1.55 -1.46 1.73
H 0.10 -1.90 2.28
H 2.92 1.05 -0.21
H 2.61 1.99 0.93
O 2.18 1.45 0.26
*
```

The value obtained for the energy relative to the best compared isomer or geometry (same formula, charge and spin) is 0.9153 eV.

5.
C6H15N | ωB97M-V/def2-TZVPD

ORCA input file:
```
! wB97M-V def2-TZVPD RIJCOSX def2/J DEFGRID3
* xyz 0 1
C 1.07 0.09 0.04
C 0.90 -0.97 -0.89
C -1.90 0.82 -0.73
C -1.79 -1.20 0.51
C 1.34 -0.15 1.50
C 1.39 1.47 -0.47
N -1.03 -0.21 -0.21
H 2.15 -1.14 -0.82
H 1.02 -0.60 -1.90
H 0.73 -1.94 -0.42
H -2.58 -1.66 -0.11
H -2.39 1.41 0.08
H -1.35 1.53 -1.36
H -2.72 0.42 -1.35
H -2.28 -0.79 1.41
H -1.15 -2.01 0.85
H 0.72 2.19 0.00
H 2.42 1.75 -0.23
H 0.61 0.42 2.08
H 2.33 0.21 1.79
H 1.24 -1.20 1.77
H 1.24 1.56 -1.54
*
```

The value obtained for the energy relative to the best compared isomer or geometry (same formula, charge and spin) is 5.1510 eV.

6.
C46H34Br4CrN7O7 | ωB97M-V/def2-TZVPD

ORCA input file:
```
! wB97M-V def2-TZVPD RIJCOSX def2/J DEFGRID3
* xyz 0 2
Cr 0.97 -0.03 -0.59
O 6.57 -5.17 -0.95
N 5.36 -5.12 -0.72
O 4.71 -6.11 -0.38
C 4.73 -3.87 -0.83
C 5.55 -2.77 -1.07
C 5.06 -1.47 -1.11
C 5.85 -0.31 -1.34
C 5.26 0.92 -1.26
C 3.90 1.02 -0.97
N 3.10 -0.04 -0.82
C 3.67 -1.25 -0.88
C 2.81 -2.36 -0.67
N 1.51 -2.06 -0.48
C 0.66 -3.06 -0.27
C 1.04 -4.39 -0.32
C 2.37 -4.72 -0.52
C 3.31 -3.69 -0.66
H 6.61 -2.94 -1.21
H 6.90 -0.43 -1.57
H 5.84 1.82 -1.40
H 3.43 1.99 -0.88
H -0.38 -2.80 -0.09
H 0.30 -5.16 -0.20
H 2.68 -5.75 -0.58
Br -5.75 -1.26 -2.39
C -4.18 -0.51 -1.64
C -4.28 0.61 -0.80
Br -5.95 1.33 -0.36
C -3.12 1.17 -0.29
Br -3.14 2.72 0.81
C -1.87 0.60 -0.55
O -0.76 1.00 -0.06
C -1.78 -0.56 -1.39
O -0.58 -1.01 -1.55
C -2.95 -1.09 -1.93
Br -2.82 -2.60 -3.06
C -4.48 7.66 -1.62
C -4.30 6.22 -2.00
C -5.42 5.41 -2.13
C -5.31 4.06 -2.46
C -4.06 3.52 -2.70
C -2.92 4.32 -2.57
N -1.65 3.80 -2.73
C -1.27 2.61 -3.29
C -1.98 1.98 -4.32
C -1.58 0.76 -4.82
C -0.43 0.15 -4.34
C 0.34 0.80 -3.39
C -0.08 2.01 -2.84
C 0.72 2.65 -1.73
O 0.77 3.87 -1.62
O 1.33 1.84 -0.96
C -3.03 5.68 -2.21
C -1.78 6.47 -2.00
H -5.53 7.89 -1.52
H -4.04 8.33 -2.36
H -3.99 7.86 -0.66
H -6.40 5.83 -1.94
H -6.18 3.44 -2.51
H -3.95 2.47 -2.91
H -0.90 4.24 -2.20
H -2.83 2.49 -4.75
H -2.17 0.28 -5.59
H -0.14 -0.82 -4.71
H 1.29 0.36 -3.08
H -1.11 6.40 -2.86
H -1.24 6.08 -1.13
H -2.00 7.52 -1.82
C 2.72 -5.32 3.17
C 1.70 -4.50 3.90
C 0.49 -4.16 3.30
C -0.43 -3.38 3.96
C -0.15 -2.88 5.23
N -1.04 -2.00 5.88
C -1.86 -1.08 5.31
O -2.80 -0.60 5.89
N -1.55 -0.71 3.99
C -0.30 -0.53 3.45
C 0.85 -0.33 4.21
C 2.05 -0.13 3.56
C 2.08 -0.09 2.17
N 0.99 -0.29 1.43
C -0.16 -0.54 2.06
C 1.02 -3.27 5.86
C 1.94 -4.07 5.20
H 2.52 -5.34 2.10
H 2.71 -6.35 3.54
H 3.72 -4.92 3.34
H 0.27 -4.52 2.31
H -1.38 -3.16 3.49
H -1.17 -2.13 6.87
H -2.34 -0.31 3.49
H 0.80 -0.30 5.29
H 2.95 0.03 4.12
H 3.00 0.10 1.65
H -1.02 -0.74 1.44
H 1.23 -2.93 6.87
H 2.85 -4.36 5.70
*
```

The expectation value of S² is 0.77.

no.,DFT total energy (eV),F_max (eV/Å)
1,-18062.5092,15.5
2,-19277.9018,3.3
3,-64377.7599,11.8
4,-10358.8369,2.0
5,-7950.6155,6.6
6,-381608.9676,3.7